Record 1
Computed, not measured: a cluster of 5 separate species, C18H28BO16 in total, with ωB97M-V with the def2-TZVPD basis set.

E_LUMO (eV): 2.0
Net charge: -1
HOMO level (eV): -3.0

Each line ends with the natural charge from an NBO analysis.
Geometry (Å):
1 O 1.464987 -1.701170 1.945500  -0.61
2 C 1.084774 -0.586226 1.594722  0.80
3 O 0.990933 0.429336 2.501944  -0.71
4 C 0.676013 -0.228516 0.176015  -0.53
5 C 1.967604 -0.015171 -0.627663  -0.39
6 C 1.837830 -0.151173 -2.150264  -0.40
7 C 0.912138 -1.222744 -2.643162  0.05
8 C 1.421786 -2.670689 -2.634680  -0.08
9 O 0.347880 -3.317397 -3.297181  -0.77
10 B -0.312272 -2.251401 -4.169894  0.44
11 O 0.605735 -1.091366 -4.015872  -0.74
12 H 0.717519 1.211470 2.007716  0.50
13 H 0.107143 0.686663 0.270525  0.21
14 H 0.078571 -1.055392 -0.171815  0.25
15 H 2.282441 1.003499 -0.433444  0.19
16 H 2.751646 -0.639842 -0.217415  0.21
17 H 1.597762 0.808105 -2.596696  0.20
18 H 2.826498 -0.411038 -2.520834  0.21
19 H -0.073838 -1.302241 -2.172579  0.17
20 H 1.606209 -3.012565 -1.617364  0.15
21 H 2.242656 -2.774441 -3.332046  0.15
22 H -1.458629 -2.047738 -3.713532  -0.18
23 H -0.482398 -2.627529 -5.332063  -0.15
24 C 3.717676 4.095550 2.609190  -0.10
25 C 3.533773 5.205645 1.594061  -0.10
26 O 2.761442 4.564431 0.578007  -0.48
27 C 2.104961 3.520326 1.139100  0.97
28 O 1.262810 2.884431 0.602047  -0.57
29 O 2.549820 3.300503 2.400377  -0.49
30 H 3.756664 4.451481 3.635325  0.20
31 H 4.599199 3.484874 2.407221  0.19
32 H 2.961888 6.045859 1.993296  0.18
33 H 4.470228 5.573706 1.183430  0.20
34 C -3.909098 0.807426 2.726939  -0.10
35 C -2.497281 1.233924 3.064782  -0.10
36 O -1.961703 1.551031 1.776766  -0.49
37 C -2.989467 1.855739 0.944024  0.97
38 O -2.875850 2.322945 -0.134510  -0.55
39 O -4.177772 1.551527 1.533859  -0.51
40 H -4.633734 1.055016 3.497347  0.20
41 H -3.978816 -0.257555 2.502437  0.20
42 H -2.466895 2.130326 3.688430  0.18
43 H -1.911630 0.450572 3.538628  0.22
44 C 5.767046 -3.944124 -4.500246  -0.10
45 C 6.431363 -4.649502 -3.335534  -0.10
46 O 6.097563 -3.803811 -2.236227  -0.50
47 C 4.963084 -3.109844 -2.561489  0.97
48 O 4.335655 -2.458232 -1.805396  -0.54
49 O 4.672816 -3.285362 -3.873396  -0.47
50 H 5.408773 -4.623503 -5.269419  0.20
51 H 6.416347 -3.193948 -4.958115  0.18
52 H 6.013253 -5.642508 -3.157517  0.18
53 H 7.511182 -4.729275 -3.440097  0.19
54 C -8.716710 1.417164 2.511258  -0.10
55 C -7.750864 0.499685 1.793201  -0.10
56 O -7.047753 -0.108837 2.882865  -0.49
57 C -7.830559 -0.048612 3.985992  0.97
58 O -7.602207 -0.602202 5.008062  -0.57
59 O -8.909481 0.741343 3.759850  -0.49
60 H -9.664034 1.535601 1.992576  0.20
61 H -8.289280 2.401992 2.707818  0.18
62 H -8.257735 -0.280958 1.224107  0.19
63 H -7.057664 1.024740 1.141038  0.22

Cartesian forces (eV/Å) of the 6 atoms listed first:
-0.6 2.2 -0.3
0.3 -2.0 0.4
0.1 -0.5 -0.1
0.8 0.0 1.3
-0.3 0.3 -0.3
0.4 -0.2 0.2

=====

Record 2
Computed, not measured: a cluster of 2 separate species, C3H6INS in total, with ωB97M-V with the def2-TZVPD basis set.

E_LUMO (alpha / beta) (eV): -2.1 / -2.1
HOMO level (alpha / beta) (eV): -8.6 / -8.6

Each line ends with the natural charge from an NBO analysis.
Geometry (Å):
1 C 0.109674 -0.793524 1.009337  -0.53
2 C 0.018819 0.223101 0.205445  0.17
3 C -1.165584 0.867231 -0.414879  -0.64
4 N 1.056990 0.967084 -0.143204  -0.69
5 S 0.358801 -3.343863 -0.225162  -0.12
6 I 3.028251 0.189541 0.011720  0.28
7 H 0.953994 -1.388817 1.211583  0.23
8 H -0.847671 -1.228049 1.289738  0.22
9 H -2.033738 0.234666 -0.452613  0.24
10 H -0.892188 0.986074 -1.496042  0.21
11 H -1.514893 1.850120 0.061868  0.24
12 H 0.927546 1.436436 -1.057792  0.39

Cartesian forces (eV/Å) of the 6 atoms listed first:
-2.5 -2.8 1.0
-0.6 1.3 -0.6
-1.5 0.9 -0.5
3.8 1.6 -1.8
-0.1 0.2 -0.1
-1.2 0.6 -0.2

=====

Largest force on an atom
In order: 2.3 4.5
Unit: eV/A